# 1
# CHFNO5P

An isolated ion of composition CHFNO5P and charge -2 at a distorted geometry (ωB97M-V/def2-TZVPD, OMol25).

E_tot   -910.8528 a.u.
Energy relative to the best compared isomer or geometry (same formula, charge and spin)   14.95 kcal per mole
SMILES   O=[N+]([O-])[C@H](F)P(=O)([O-])[O-]
Net charge   -2
2S+1   1
Highest occupied orbital energy   -0.1 eV

Geometry (Å):
C  -0.593  -0.331  0.390
P  1.503  -0.257  -0.188
O  -1.519  1.716  0.154
N  -1.340  0.575  -0.354
O  1.211  0.068  -1.621
O  1.999  0.899  0.609
O  2.010  -1.613  0.197
H  -0.873  -1.379  0.459
F  -0.472  0.033  1.790
O  -1.927  0.289  -1.434

***

# 2
# C2H16O6

A 6-piece molecular cluster, C2H16O6 overall at a distorted geometry (ωB97M-V/def2-TZVPD, OMol25).

E_tot   -537.2179 a.u.
Energy relative to the best compared isomer or geometry (same formula, charge and spin)   17.12 kcal per mole
SMILES   CCO.O.O.O.O.O
2S+1   1
Highest occupied orbital energy   -10.7 eV

Geometry (Å):
O  1.857  0.598  -0.194
H  0.920  -1.775  2.255
O  -0.212  2.535  -0.903
H  -1.145  0.353  -3.134
C  -1.713  -2.134  -1.839
O  -1.130  0.289  -2.172
O  1.654  -2.368  2.062
H  0.448  2.267  1.237
C  -0.668  -1.041  -1.846
H  -1.468  -2.941  -1.146
H  -2.707  -1.845  -1.487
H  0.157  -1.333  -2.491
O  1.008  2.203  2.025
H  -1.887  -0.535  2.294
H  -0.471  0.062  2.150
H  0.965  0.898  -0.385
H  0.469  3.144  -1.164
H  1.655  -2.419  1.105
O  -0.971  -0.658  2.548
H  -0.247  1.908  -1.654
H  -0.317  -0.903  -0.825
H  0.496  2.659  2.701
H  -1.831  -2.566  -2.825
H  2.203  1.127  0.528

***

# 3
# C29H34Cl2MoN4O7P

C29H34Cl2MoN4O7P as an isolated structure at a distorted geometry (ωB97M-V/def2-TZVPD, OMol25).

E_tot   -3201.1122 a.u.
Energy relative to the best compared isomer or geometry (same formula, charge and spin)   49.81 kcal per mole
Net charge   +1
2S+1   3
Highest occupied orbital energy (alpha / beta)   -10.8 / -10.9 eV

Geometry (Å):
N  -0.609  2.146  1.031
H  1.075  -1.227  -4.924
O  2.252  -2.416  -0.941
H  1.525  -4.555  2.977
H  0.944  -2.845  1.324
C  4.504  -2.558  -1.614
H  1.910  -3.261  -3.731
C  3.441  -1.577  -1.153
C  -3.552  4.680  -1.898
Mo  -0.043  0.303  1.355
H  4.677  -3.321  -0.854
H  -4.190  -2.180  1.167
C  3.817  -0.963  0.187
C  -0.056  4.475  1.739
C  3.189  -0.508  -2.203
C  0.676  4.765  4.017
H  -0.345  -2.026  -5.614
O  0.356  0.826  5.467
C  -1.241  4.289  -2.367
H  1.457  -3.986  5.414
H  -4.506  5.133  -2.135
C  -3.405  3.893  -0.766
H  -3.832  0.508  -1.414
H  0.880  -1.607  6.057
C  0.876  -3.594  -3.625
C  -0.067  -2.408  -3.519
C  0.377  0.404  4.341
O  -1.925  -0.133  0.062
H  0.799  -4.243  -2.752
H  -1.826  -3.497  -4.094
H  2.394  0.176  -1.905
C  -4.137  -0.281  -0.731
C  -1.501  -2.848  -3.279
P  0.727  -2.034  -0.963
H  -0.361  4.432  -2.984
C  0.196  2.568  3.212
H  -1.583  -3.394  -2.340
C  0.038  -1.507  -4.736
H  -3.435  -0.984  2.232
O  -0.085  -3.112  -0.381
H  0.869  3.005  5.213
H  -2.158  -1.977  -3.255
H  5.441  -2.032  -1.799
C  1.229  -3.243  4.663
C  -2.452  4.876  -2.716
C  0.621  -1.037  4.034
C  -1.979  2.484  0.694
C  -2.152  3.349  -0.512
C  0.953  -2.596  2.375
H  -5.012  0.023  -0.152
H  0.615  -4.178  -4.508
N  0.165  1.141  3.179
Cl  0.451  6.997  2.489
C  1.267  -3.563  3.318
C  0.905  -1.942  5.030
O  0.335  -1.535  -2.397
C  -3.035  -0.632  0.206
H  -0.286  4.895  0.771
O  -2.893  2.099  1.370
H  3.092  -0.209  0.496
H  -2.519  5.481  -3.610
H  3.881  -1.737  0.953
C  0.352  5.304  2.779
N  -1.083  3.540  -1.282
H  -2.424  -2.229  1.454
H  -4.222  3.705  -0.084
C  0.609  3.393  4.243
H  4.104  0.069  -2.337
C  -0.133  3.118  1.968
H  4.792  -0.481  0.108
H  -4.425  -1.175  -1.292
H  -0.546  -0.599  -4.583
O  0.595  -0.687  -0.147
N  0.621  -1.349  2.729
H  2.923  -0.955  -3.161
Cl  1.183  5.778  5.313
C  -3.295  -1.584  1.326
H  4.194  -3.051  -2.535

***

# 4
# CH9O3S

A 4-piece molecular cluster, CH9O3S overall at a distorted geometry (ωB97M-V/def2-TZVPD, OMol25).

E_tot   -667.4496 a.u.
Energy relative to the best compared isomer or geometry (same formula, charge and spin)   12.56 kcal per mole
Net charge   -1
2S+1   1
Highest occupied orbital energy   -3.1 eV

Geometry (Å):
H  -1.766  1.919  1.948
O  -3.099  -1.079  0.302
H  -2.843  -0.392  0.934
H  3.075  -0.795  0.370
O  -0.863  -0.978  -1.511
H  -0.074  -1.428  -1.837
H  -0.659  1.055  1.345
S  1.381  1.043  0.218
C  2.875  0.071  -0.245
H  3.753  0.715  -0.176
H  -2.508  -0.907  -0.451
O  -1.546  1.000  1.767
H  -0.491  -0.078  -1.366
H  2.766  -0.145  -1.299

***

# 5
# C5H13NO2

C5H13NO2 as an isolated structure (ωB97M-V/def2-TZVPD, OMol25).

E_tot   -403.3780 a.u.
Energy relative to the best compared isomer or geometry (same formula, charge and spin)   124.64 kcal per mole
2S+1   1
Highest occupied orbital energy (alpha / beta)   -6.7 / -7.4 eV

Geometry (Å):
H  1.741  -2.511  -1.001
H  -1.814  -0.511  -1.551
H  -2.192  1.426  1.075
H  1.747  0.913  1.451
C  1.820  0.694  -0.402
C  -1.308  1.478  0.425
O  2.230  1.350  0.723
H  1.096  -1.135  -2.109
C  1.463  -1.479  -1.149
H  -2.684  -0.792  -0.039
C  -1.689  -0.823  -0.512
H  -1.337  -1.853  -0.511
H  0.468  0.505  -0.384
H  -0.786  -0.255  2.254
C  -0.723  0.092  0.220
H  0.112  -1.364  1.395
N  -0.166  -0.393  1.459
H  2.081  1.225  -1.315
H  -0.586  2.155  0.884
O  2.156  -0.629  -0.388
H  -1.631  1.907  -0.525

***

# 6
# C4H6FN

C4H6FN as an isolated structure at a distorted geometry (ωB97M-V/def2-TZVPD, OMol25).

E_tot   -310.4897 a.u.
Energy relative to the best compared isomer or geometry (same formula, charge and spin)   80.26 kcal per mole
2S+1   1
Highest occupied orbital energy   -9.5 eV

Geometry (Å):
C  -0.802  -0.700  0.353
H  2.367  1.311  -1.241
H  3.314  0.029  -1.885
H  -0.777  -1.802  0.381
C  0.140  0.063  -0.134
H  -2.942  -0.468  0.705
N  1.805  -0.717  -0.863
C  -2.016  -0.041  1.028
H  -1.830  1.042  0.904
C  2.449  0.213  -1.308
F  0.129  1.328  -0.112
H  -1.837  -0.258  2.172